Entry from the Open Molecules 2025 dataset: a 2-piece molecular cluster, C7H15NO overall in a non-equilibrium geometry (ωB97M-V with the def2-TZVPD basis set).

Properties
electronic energy	-11036.5836	eV
HOMO-LUMO gap	8.59	eV
highest occupied orbital energy	-7.88	eV
energy above the lowest of the compared OMol25 structures with the same formula, charge and spin	94.3	kcal/mol
maximum force	5.704	eV Å⁻¹

Geometry as XYZ:
```
24
Properties=species:S:1:pos:R:3:forces:R:3:mulliken_charge:R:1
C 1.0851 1.0522 -1.1524 -0.9796 -0.9769 -1.4049 -0.5500
C 2.3110 0.2000 -1.3911 -0.0918 -0.0892 0.0285 -1.0891
C 0.2265 0.6517 0.8506 -3.3264 -3.2384 3.3136 0.3696
N -0.5547 1.8001 1.0775 0.8160 0.1970 -0.4368 -0.4451
O 1.1800 0.3337 1.5361 0.3586 0.9070 -1.1686 -0.6255
H -1.1100 2.1093 0.2927 -0.0265 -0.0725 -0.0193 0.2206
H 0.0327 2.5521 1.4178 0.0126 0.1162 -0.0135 0.3138
H 1.3499 1.9623 -0.6135 -0.3358 -0.2828 0.5540 0.4111
H 0.6411 1.4200 -2.0808 0.1387 -0.1040 -0.1901 0.3556
H 2.1087 -0.6275 -2.0758 -0.0125 0.0249 0.0256 0.3124
H 3.1216 0.7856 -1.8338 -0.0068 0.0029 0.0685 0.3691
H 2.6647 -0.2144 -0.4452 0.0585 0.0257 -0.0055 0.2494
C -2.2581 -0.4689 0.8927 0.0369 -0.1121 -0.1359 -1.4962
C -0.2042 -1.9537 0.9039 -0.0961 0.1027 -0.1752 -1.6274
C -0.8470 -0.6859 0.3850 1.7467 2.2766 1.9798 1.4977
C -0.5244 -0.2618 -0.9456 2.0949 1.6142 -1.8542 -1.3016
H -2.8585 -1.3590 0.6870 -0.0553 0.0000 0.0452 0.4237
H -0.7756 -2.8253 0.5751 0.0008 -0.0443 0.0091 0.4539
H -2.2537 -0.2899 1.9680 -0.0307 -0.0572 -0.0070 0.3298
H -2.7536 0.3778 0.4178 0.0279 0.0242 -0.0152 0.3418
H 0.8228 -2.0568 0.5610 0.0289 0.0295 -0.0540 0.3053
H -0.1767 -1.9362 1.9937 -0.0405 -0.0394 -0.0215 0.3369
H 0.0077 -0.9579 -1.5816 -0.2462 -0.0565 -0.3560 0.4175
H -1.2355 0.3925 -1.4391 -0.0722 -0.2477 -0.1666 0.4267
```
Positions in Å, forces in eV/Å.

Entry from the Open Molecules 2025 dataset: an isolated ion of composition C7H15NO and charge +2 in a non-equilibrium geometry (ωB97M-V with the def2-TZVPD basis set).

Properties
electronic energy	-11017.4123	eV
HOMO-LUMO gap	7.89	eV
net charge	+2
highest occupied orbital energy	-19.04	eV
energy above the lowest of the compared OMol25 structures with the same formula, charge and spin	0.0	kcal/mol
maximum force	5.191	eV Å⁻¹

Geometry as XYZ:
```
24
Properties=species:S:1:pos:R:3:forces:R:3:mulliken_charge:R:1
C 1.7303 -0.0957 0.3658 1.2599 2.0988 -0.6938 -1.0084
C 0.2694 -1.8722 1.6764 2.1499 1.7763 0.2832 -0.3317
C 1.4147 -0.9653 1.5703 -2.7441 -0.8373 2.7035 -0.0264
C -0.1223 0.2841 -0.9652 0.1476 0.9824 -1.0395 0.0850
C -2.6525 1.5665 0.0558 1.2046 -0.2907 -1.2123 -1.1516
C 1.2522 -1.5891 -1.5501 -2.2611 -4.6377 -0.5691 -0.8415
C -1.4347 2.1994 -0.6043 -0.8730 0.6611 0.2648 -0.1962
N 0.9298 -0.4971 -0.7883 -1.5734 4.0072 2.8566 0.1243
O -0.2985 1.3912 -0.2992 2.1915 -3.1768 0.2711 -0.3767
H 2.8201 -0.0503 0.2026 -0.3534 -0.7664 -0.3001 0.4888
H 1.5401 1.0183 0.5549 0.1528 -1.6868 -0.2862 0.4633
H 0.3068 -2.8042 2.2917 -0.1570 0.9263 -0.3997 0.3246
H -0.6180 -1.5168 1.2254 -1.2550 -0.4208 -0.5861 0.2909
H 0.8389 0.1049 2.0285 0.7547 -3.0251 0.2756 0.3820
H 2.1432 -1.4419 2.2319 0.8255 1.1658 -0.4735 0.4346
H -0.8070 0.0971 -1.8036 0.1992 -0.2974 0.2578 0.4565
H -2.5771 1.4506 1.1123 0.1150 0.5416 0.8682 0.3467
H -2.7658 0.5784 -0.3198 -0.3415 -1.0667 -0.5839 0.3833
H -3.4945 2.1100 -0.2570 -1.3357 0.7690 -0.0073 0.4108
H 2.1028 -1.4425 -2.0790 2.3267 0.8954 -2.3762 0.3752
H 0.3688 -1.9680 -2.1260 0.9362 0.7496 -0.0292 0.3265
H 1.5493 -2.5187 -1.0214 -0.4051 0.5973 0.8087 0.3966
H -1.4094 2.2009 -1.7490 -0.6886 1.0631 1.7130 0.3791
H -1.1843 3.0849 0.0352 -0.2757 -0.0282 -1.7455 0.2641
```
Positions in Å, forces in eV/Å.

Entry from the Open Molecules 2025 dataset: a 2-piece molecular cluster, C7H15NO2 overall in a non-equilibrium geometry (ωB97M-V with the def2-TZVPD basis set).

Properties
electronic energy	-13087.4101	eV
HOMO-LUMO gap	10.01	eV
highest occupied orbital energy	-9.32	eV
energy above the lowest of the compared OMol25 structures with the same formula, charge and spin	20.1	kcal/mol
maximum force	3.911	eV Å⁻¹

Geometry as XYZ:
```
25
Properties=species:S:1:pos:R:3:forces:R:3:mulliken_charge:R:1
C 0.6592 1.7568 2.4988 0.2047 0.1122 0.0758 -1.3758
C -0.2314 1.1220 1.4381 -0.2653 0.2269 -0.2183 -0.4277
C 0.3912 -0.0882 0.7224 0.4713 -0.9295 0.1328 0.4337
C -0.6485 -1.1349 0.2742 0.0910 -0.1248 0.0515 -1.1514
C -0.9387 -0.8733 -1.2194 0.3967 -0.0121 -0.1136 0.3405
C -2.1303 0.0392 -1.4833 -0.3379 0.1436 0.0287 -1.4180
N 0.3180 -0.2864 -1.6804 1.3534 0.3001 1.7954 -0.3280
C 1.1142 0.2949 -0.5650 -1.7512 2.1765 -2.4653 0.2468
O 1.9101 1.2073 -0.7291 -0.7332 -1.8511 0.3886 -0.6208
H 1.6137 2.0947 2.0742 -0.2423 -0.0836 0.0398 0.3036
H 0.1600 2.6254 2.9507 0.1486 -0.2279 -0.0963 0.3946
H 0.8837 1.0384 3.3015 -0.0666 0.1711 -0.2022 0.3381
H -1.1650 0.7769 1.9077 0.2348 0.1045 -0.0641 0.3118
H -0.5279 1.8764 0.6937 0.0843 -0.1322 0.1632 0.2612
H 1.1346 -0.5422 1.3948 -0.2296 0.0545 -0.0749 0.4401
H -0.2343 -2.1458 0.3869 -0.0919 0.2153 -0.0293 0.3331
H -1.5664 -1.0819 0.8733 0.2384 -0.0608 -0.1471 0.4040
H -1.1089 -1.8287 -1.7379 0.0023 0.1542 0.1898 0.2706
H -1.8422 1.0975 -1.4220 -0.0615 -0.2499 0.0561 0.3637
H -2.5441 -0.1474 -2.4842 0.0629 0.1475 0.2585 0.3811
H -2.9164 -0.1452 -0.7383 0.0488 0.0411 -0.2971 0.3137
H 0.3823 0.1254 -2.6044 0.0936 0.1521 0.3665 0.2045
H 1.8833 -1.7895 -1.9327 3.0173 0.4585 2.4456 0.3522
O 2.7526 -1.6753 -1.3151 -2.5895 -0.6147 -2.1772 -0.6700
H 2.6511 -2.3162 -0.6047 -0.0791 -0.1717 -0.1067 0.2983
```
Positions in Å, forces in eV/Å.

Entry from the Open Molecules 2025 dataset: a 3-piece molecular cluster, C7H15NO2 overall in a non-equilibrium geometry (ωB97M-V with the def2-TZVPD basis set).

Properties
electronic energy	-13086.5889	eV
HOMO-LUMO gap	10.11	eV
highest occupied orbital energy	-9.36	eV
energy above the lowest of the compared OMol25 structures with the same formula, charge and spin	39.0	kcal/mol
maximum force	2.103	eV Å⁻¹

Geometry as XYZ:
```
25
Properties=species:S:1:pos:R:3:forces:R:3:mulliken_charge:R:1
C -1.6152 -1.2259 -0.1727 -1.3348 -1.2968 -0.9794 0.4709
C 0.6879 -0.9020 2.0121 -0.0928 0.0114 -0.1029 -1.1696
C 0.0839 0.2896 1.3435 0.6883 0.8580 0.3271 0.5075
N -2.3592 -0.1717 -0.5839 0.1261 -0.1439 0.2547 -0.2968
C -0.8409 1.0765 1.8784 0.1141 -0.2538 -0.1523 -0.8793
O -2.0911 -1.7492 0.9842 0.0404 0.3619 0.2290 -0.4675
O -0.8012 -1.8024 -0.8634 0.2759 0.2390 0.4015 -0.6404
H -1.5988 -2.5566 1.1854 0.1005 0.1579 -0.2135 0.3789
H 0.8092 -0.7191 -1.6411 0.3670 0.3980 -0.0023 0.2869
H -3.0092 0.2464 0.0596 0.0939 0.1047 -0.2393 0.2322
H -2.1792 0.1969 -1.5019 -0.0573 0.0813 0.2340 0.2401
H 0.0793 -1.2420 2.8475 0.0100 -0.0223 0.1075 0.3763
H 0.7978 -1.7091 1.2882 0.0694 -0.1225 0.0281 0.2295
H 1.6851 -0.6519 2.3771 0.0523 -0.0544 0.0273 0.3409
H -1.2970 0.8535 2.8292 -0.1017 -0.1149 0.2231 0.2525
H -1.2143 1.9452 1.3610 0.0439 0.2088 -0.0934 0.3579
C 0.6660 1.4019 -2.2123 0.0579 -0.0310 0.0750 -0.9764
C 1.3730 0.2218 -1.6268 -0.1671 -0.4771 -0.5462 0.1160
C 2.5916 0.2578 -1.1207 0.2006 0.1130 0.0441 -0.7138
H 0.5857 0.5828 0.4148 -0.5123 -0.1345 0.3997 -0.0071
H -0.2294 1.6317 -1.6308 -0.0715 0.0782 0.0167 0.1507
H 1.3086 2.2809 -2.2207 -0.0266 0.0798 -0.0278 0.3400
H 0.3453 1.1859 -3.2334 -0.0054 0.0412 -0.0099 0.3062
H 3.1527 1.1788 -1.0512 0.0840 0.1595 -0.0915 0.2603
H 3.0698 -0.6197 -0.7218 0.0454 -0.2417 0.0905 0.3041
```
Positions in Å, forces in eV/Å.